{
  "formula": "Cl2HOP",
  "method": "ωB97M-V with the def2-TZVPD basis set",
  "species": ["O", "P", "Cl", "Cl", "H"],
  "coordinates": [[-1.3359, -0.0216, 1.1118], [-0.4020, -0.6831, 0.2938], [0.8604, 1.5123, -2.1297], [0.2740, -2.3726, 1.3213], [0.6034, 1.5650, -0.5972]],
  "smiles": "O=PCl.Cl",
  "homo_ev": -10.9592,
  "total_charge": 0
}